{"formula": "C18H32I2NO24S6", "method": "ωB97M-V with the def2-TZVPD basis set", "symbols": ["C", "C", "C", "C", "N", "I", "C", "C", "I", "H", "H", "H", "H", "H", "H", "H", "H", "C", "C", "O", "S", "O", "O", "O", "H", "H", "H", "H", "C", "C", "O", "S", "O", "O", "O", "H", "H", "H", "H", "C", "C", "O", "S", "O", "O", "O", "H", "H", "H", "H", "C", "C", "O", "S", "O", "O", "O", "H", "H", "H", "H", "C", "C", "O", "S", "O", "O", "O", "H", "H", "H", "H", "C", "C", "O", "S", "O", "O", "O", "H", "H", "H", "H"], "coordinates": [[3.4132, -2.9178, -1.7645], [2.2136, -3.1782, -1.7898], [0.7080, -3.5057, -1.9658], [-0.2547, -3.2163, -0.7371], [-1.6212, -3.3662, -1.3930], [-2.3523, -5.3283, -1.6101], [-1.5205, -2.9141, -2.8513], [0.0173, -2.5653, -3.0736], [0.5187, -0.4252, -3.0254], [4.5103, -2.8693, -2.0228], [0.5174, -4.5504, -2.3554], [-0.2998, -2.1490, -0.3678], [-0.3136, -3.9371, 0.1290], [-2.4095, -2.9461, -0.8549], [-1.7410, -3.7005, -3.6434], [-2.2690, -2.0507, -2.8530], [0.4966, -2.8671, -4.0625], [4.6005, 0.9964, -1.2251], [3.2307, 1.5636, -0.8920], [3.4735, 2.5516, 0.1070], [4.9239, 3.2234, -0.1543], [4.7296, 4.4397, -0.8680], [5.6794, 3.1456, 1.0502], [5.4888, 2.1142, -1.1894], [4.9254, 0.2781, -0.4672], [4.6236, 0.5224, -2.2063], [2.5441, 0.8031, -0.5215], [2.7875, 2.0617, -1.7597], [-2.1940, 1.5205, -0.5651], [-3.3295, 1.9828, -1.4547], [-4.1499, 0.8209, -1.6363], [-4.0774, -0.0866, -0.3020], [-5.2139, 0.1986, 0.5001], [-3.7154, -1.4249, -0.6865], [-2.7909, 0.6170, 0.3715], [-1.4508, 0.9662, -1.1349], [-1.7132, 2.3485, -0.0440], [-2.9791, 2.3592, -2.4148], [-3.9312, 2.7500, -0.9626], [-5.6060, 7.0240, -0.3526], [-6.1837, 5.6526, -0.6540], [-5.0691, 4.7599, -0.5795], [-4.0216, 5.3122, 0.5281], [-4.2595, 4.6202, 1.7496], [-2.7322, 5.3948, -0.0761], [-4.6270, 6.8041, 0.6657], [-5.1000, 7.4413, -1.2272], [-6.3655, 7.7241, -0.0060], [-6.6509, 5.6044, -1.6366], [-6.9084, 5.3527, 0.1077], [3.5563, 3.7987, 3.0913], [3.6975, 4.6820, 4.3163], [2.3553, 5.0238, 4.6829], [1.3767, 3.7940, 4.3042], [1.1647, 3.0078, 5.4760], [0.3051, 4.2977, 3.5105], [2.4013, 2.9919, 3.3404], [3.3687, 4.3946, 2.1938], [4.4309, 3.1720, 2.9324], [4.2827, 5.5787, 4.1162], [4.1452, 4.1351, 5.1491], [-4.5987, -8.5018, -5.0847], [-3.6737, -9.6899, -5.2793], [-2.6232, -9.2054, -6.1181], [-2.3680, -7.6413, -5.8030], [-1.2658, -7.5409, -4.8958], [-2.4289, -6.9196, -7.0272], [-3.7344, -7.3665, -4.9715], [-5.2418, -8.3544, -5.9559], [-5.2159, -8.6012, -4.1922], [-4.1770, -10.5368, -5.7433], [-3.2304, -10.0061, -4.3309], [5.2345, -0.7455, 5.7394], [3.8617, -0.1843, 6.0681], [4.0990, 0.8060, 7.0675], [5.5454, 1.4831, 6.8111], [5.3486, 2.7008, 6.0933], [6.2959, 1.4128, 8.0170], [6.1174, 0.3765, 5.7771], [5.5611, -1.4619, 6.4980], [5.2625, -1.2194, 4.7585], [3.1775, -0.9471, 6.4371], [3.4184, 0.3116, 5.1993]], "charge": 1}



{"formula": "C18H32IrN7O3Se", "method": "ωB97M-V with the def2-TZVPD basis set", "symbols": ["Ir", "N", "C", "C", "N", "C", "C", "N", "H", "H", "H", "H", "H", "H", "H", "H", "H", "H", "H", "H", "H", "O", "C", "O", "C", "C", "C", "C", "C", "C", "H", "H", "H", "H", "H", "C", "N", "C", "C", "N", "C", "C", "Se", "H", "H", "H", "H", "H", "H", "H", "H", "C", "N", "C", "N", "O", "H", "H", "H", "H", "H", "H"], "coordinates": [[0.9958, 0.4331, -0.0607], [1.5968, 1.3679, -2.0605], [2.8898, 2.0233, -1.8781], [3.9298, 1.0106, -1.3920], [3.4947, 0.3342, -0.1570], [4.0804, 0.8552, 1.0898], [3.1250, 1.8202, 1.7964], [1.8431, 1.1455, 2.0603], [1.5866, 0.7810, -2.8885], [0.8428, 2.0855, -2.1475], [2.7616, 2.8180, -1.1412], [3.2458, 2.4843, -2.8061], [4.8815, 1.5278, -1.2387], [4.0749, 0.2552, -2.1676], [3.7464, -0.6439, -0.2435], [5.0332, 1.3628, 0.8976], [4.2833, 0.0143, 1.7574], [2.9247, 2.6781, 1.1561], [3.5935, 2.1818, 2.7183], [1.1435, 1.8354, 2.3282], [1.9487, 0.5004, 2.8401], [-0.4145, 3.0963, -1.6580], [-0.8433, 2.9948, -0.5116], [-0.3135, 2.2997, 0.4126], [-2.1524, 3.6548, -0.1688], [-2.7234, 4.5088, -1.1052], [-4.0105, 4.9709, -0.8992], [-4.7045, 4.6194, 0.2493], [-4.1278, 3.7795, 1.1880], [-2.8435, 3.3048, 0.9874], [-2.1705, 4.7750, -1.9923], [-4.4812, 5.5808, -1.6547], [-5.6987, 5.0068, 0.4141], [-4.6725, 3.5063, 2.0794], [-2.3808, 2.6593, 1.7189], [-2.1613, -2.2530, 2.3679], [-2.2922, -2.6140, 0.9849], [-2.6766, -3.8247, 0.4901], [-2.7254, -3.7120, -0.8644], [-2.3729, -2.4337, -1.1815], [-2.2945, -1.8688, -2.5013], [-2.1084, -1.7667, -0.0448], [-1.6131, 0.0344, 0.1234], [-1.9428, -3.1357, 2.9629], [-3.0832, -1.7977, 2.7365], [-1.3553, -1.5256, 2.4762], [-2.8883, -4.6635, 1.1197], [-2.9959, -4.4402, -1.6027], [-2.5287, -2.6315, -3.2418], [-1.2860, -1.4865, -2.6742], [-3.0047, -1.0449, -2.6055], [1.6561, -5.2539, 0.2982], [1.2074, -4.0799, -0.4235], [1.2673, -2.8209, 0.0237], [1.6940, -2.5964, 1.2831], [0.8755, -1.8798, -0.6965], [1.3529, -6.1409, -0.2517], [1.1959, -5.2961, 1.2866], [2.7444, -5.2721, 0.4008], [0.9614, -4.1897, -1.3955], [2.1626, -3.3013, 1.8229], [1.7251, -1.6317, 1.5818]], "charge": 2}



{"formula": "C18H32MnNO5P2S", "method": "ωB97M-V with the def2-TZVPD basis set", "symbols": ["C", "C", "N", "C", "C", "C", "C", "P", "Mn", "P", "C", "C", "C", "C", "C", "C", "C", "O", "O", "H", "H", "H", "C", "C", "H", "H", "H", "H", "C", "C", "H", "H", "H", "H", "H", "H", "H", "H", "H", "H", "H", "H", "H", "H", "H", "H", "H", "H", "H", "H", "H", "H", "C", "S", "O", "O", "O", "H", "H", "H"], "coordinates": [[2.4660, 1.8830, -2.6461], [1.5029, 1.6424, -1.6665], [1.0534, 0.3607, -1.4579], [1.6015, -0.6684, -2.1828], [2.6570, -0.4753, -3.0803], [3.1049, 0.8300, -3.3149], [1.3504, 2.7767, -0.6709], [-0.0431, 2.5118, 0.5517], [-0.1033, -0.3346, 0.3966], [-0.4052, -2.2890, -1.0117], [1.1901, -2.1186, -1.9624], [-1.6796, -0.5350, 1.6790], [-1.4051, -0.6186, 3.0503], [-2.4355, -0.9244, 3.9759], [-3.7474, -1.1200, 3.5392], [-4.0458, -0.9738, 2.1795], [-3.0141, -0.6788, 1.2541], [-2.6240, 4.2442, -3.8492], [-2.1830, -0.0970, -2.9535], [2.8058, 2.9179, -2.7493], [3.1474, -1.3592, -3.5224], [3.9365, 1.0145, -4.0072], [1.0314, 2.4764, 2.0092], [-1.4590, 3.6189, 0.8207], [1.0514, -2.5932, -2.9480], [1.9774, -2.6391, -1.3861], [1.4697, 3.7848, -1.0400], [2.2500, 2.7480, -0.0449], [-0.2142, -3.7133, 0.1103], [-1.7237, -2.7595, -2.2068], [-0.3779, -0.4504, 3.4129], [-2.1841, -1.0315, 5.0367], [-4.5277, -1.3800, 4.2449], [-5.0745, -1.0943, 1.8223], [-3.2502, -0.5600, 0.1830], [-0.8943, 1.3319, 0.0439], [-2.1862, 0.0453, -1.9600], [-2.3922, 4.0133, -2.9184], [-1.8100, 4.0319, -4.3795], [-1.2647, 0.0399, -3.3073], [1.3056, 3.4506, 2.4125], [0.6308, 1.8899, 2.8328], [1.9895, 1.9897, 1.8015], [-1.3105, 4.5478, 1.3777], [-1.9413, 3.9111, -0.1186], [-2.2154, 3.0623, 1.3945], [-1.4326, -3.6542, -2.7729], [-2.6343, -2.9398, -1.6177], [-1.9653, -1.9380, -2.9053], [-0.4153, -4.6742, -0.3945], [0.7997, -3.6907, 0.5422], [-0.9399, -3.5570, 0.9280], [3.3743, -1.4034, 3.0325], [2.8697, -1.1342, 1.3211], [3.2372, 0.2153, 0.8957], [3.3112, -2.3148, 0.5775], [1.3659, -1.2634, 1.5063], [3.1958, -0.4629, 3.5704], [4.4390, -1.6514, 3.1256], [2.7847, -2.2409, 3.4467]], "spin_multiplicity": 5, "s2": 6.07}



{"formula": "C18H32N3OPSiV", "method": "ωB97M-V with the def2-TZVPD basis set", "symbols": ["V", "Si", "P", "N", "H", "C", "H", "H", "H", "C", "H", "H", "H", "C", "H", "H", "H", "C", "H", "H", "H", "H", "H", "C", "C", "C", "C", "C", "C", "H", "H", "H", "H", "H", "C", "O", "C", "H", "H", "H", "C", "H", "H", "H", "N", "C", "C", "C", "C", "C", "N", "H", "H", "H", "H", "H", "H"], "coordinates": [[-0.1770, 0.3240, 0.5206], [1.6677, 0.7007, -1.2060], [-0.2293, 0.7265, -2.5688], [-0.6748, -1.2932, 0.2291], [-0.3167, 2.0009, 1.2909], [-2.0562, 0.7358, -2.6196], [-2.4021, 0.5829, -3.6534], [-2.4408, 1.7006, -2.2606], [-2.4673, -0.0582, -1.9826], [0.1102, 2.2630, -3.5020], [-0.4400, 2.1830, -4.4507], [1.1809, 2.3991, -3.7076], [-0.2669, 3.1296, -2.9374], [0.2362, -0.6672, -3.6633], [-0.2058, -0.4865, -4.6525], [-0.1346, -1.6205, -3.2577], [1.3282, -0.7372, -3.7588], [2.6304, 2.2656, -0.7621], [2.7074, 2.3940, 0.3259], [2.2344, 3.1832, -1.2164], [3.6390, 2.0663, -1.1577], [1.6320, -0.1683, 0.0299], [2.5771, 0.0119, -2.1623], [-0.6154, -2.5453, -0.2239], [-1.5984, -4.7584, -0.4027], [-1.7363, -3.4136, -0.0982], [0.5881, -3.0335, -0.7944], [0.6969, -4.3797, -1.1122], [-0.3707, -5.2592, -0.8757], [-2.4484, -5.4296, -0.2674], [-2.6679, -2.9730, 0.2679], [1.4048, -2.3173, -0.9378], [1.6279, -4.7448, -1.5466], [-0.2429, -6.3293, -1.0666], [-1.3208, 2.4151, 0.7131], [-1.7099, 1.3235, -0.0675], [-2.3874, 2.6883, 1.7657], [-2.0528, 3.4884, 2.4418], [-2.5365, 1.7599, 2.3309], [-3.3333, 2.9951, 1.2992], [-0.8944, 3.6875, -0.0291], [-1.5143, 3.9576, -0.8959], [0.1549, 3.6367, -0.3511], [-0.9819, 4.5132, 0.6901], [-0.7925, -1.7687, 3.0461], [0.3373, -1.0495, 3.2504], [1.2100, -1.3345, 4.3127], [2.2587, -0.4641, 4.5689], [2.3509, 0.7099, 3.8230], [1.5249, 0.8983, 2.7326], [0.5610, -0.0022, 2.4127], [-1.3608, -1.6560, 2.2074], [-0.9528, -2.5946, 3.5972], [1.0159, -2.2346, 4.8873], [3.0013, -0.6720, 5.3310], [3.0746, 1.4826, 4.0381], [1.5785, 1.7681, 2.0761]], "spin_multiplicity": 2, "de_lowest_kj_mol": 370.9, "s2": 0.78}



{"formula": "C18H32N4O4RhTe", "method": "ωB97M-V with the def2-TZVPD basis set", "symbols": ["Rh", "N", "C", "C", "C", "N", "C", "C", "N", "C", "H", "H", "H", "H", "H", "H", "H", "H", "H", "H", "H", "H", "H", "H", "H", "H", "C", "C", "O", "O", "H", "H", "H", "N", "C", "C", "O", "O", "H", "H", "H", "H", "H", "C", "Te", "C", "C", "C", "C", "C", "C", "C", "H", "H", "H", "H", "H", "H", "H", "H"], "coordinates": [[0.2253, -0.1458, -0.1239], [4.7730, -2.2880, 2.1810], [3.9342, -1.3251, 1.3250], [3.2034, -0.3046, 2.1935], [1.8451, -0.7736, 2.7583], [0.7345, -0.0299, 2.1120], [1.5953, -2.2621, 2.5477], [1.7691, -2.7264, 1.0998], [0.5355, -2.4222, 0.3100], [2.9848, -2.0791, 0.4033], [5.4514, -1.7677, 2.7458], [5.3087, -2.9360, 1.5958], [4.2198, -2.8545, 2.8281], [4.6919, -0.8209, 0.7286], [3.0475, 0.5655, 1.5509], [3.8509, 0.0514, 2.9976], [1.8314, -0.5639, 3.8274], [0.8312, 0.9830, 2.2166], [-0.1386, -0.2654, 2.5806], [0.5923, -2.5218, 2.8977], [2.2421, -2.8474, 3.2089], [1.9054, -3.8081, 1.1038], [-0.2776, -2.7924, 0.7989], [0.5645, -2.9457, -0.5631], [2.6401, -1.3079, -0.2938], [3.5180, -2.8024, -0.2175], [0.2818, 3.0990, -2.6778], [0.2526, 1.6090, -2.5608], [-0.3813, 0.9447, -3.3946], [0.9270, 1.0782, -1.5762], [0.4156, 3.3882, -3.7183], [1.0611, 3.5310, -2.0574], [-0.6991, 3.4717, -2.3715], [-2.3327, 4.3740, 1.3465], [-2.6661, 2.9825, 0.8673], [-1.3829, 2.1694, 0.8349], [-1.5452, 1.0084, 0.3434], [-0.3553, 2.6855, 1.2773], [-2.4020, 5.0738, 0.6058], [-1.3551, 4.3341, 1.6632], [-2.9320, 4.6773, 2.1157], [-3.1418, 3.0262, -0.1082], [-3.3630, 2.5315, 1.5700], [1.1306, -1.6477, -3.8639], [-0.7565, -1.4504, -2.9400], [-1.6181, -1.3547, -4.8684], [-0.4827, -1.7207, -5.7994], [-0.7668, -1.9220, -7.1470], [0.2599, -2.2107, -8.0307], [1.5659, -2.3021, -7.5739], [1.8466, -2.1155, -6.2314], [0.8164, -1.8249, -5.3397], [1.6461, -2.5099, -3.4399], [1.6796, -0.7374, -3.6231], [-1.9499, -0.3203, -4.9460], [-2.4725, -2.0260, -4.9064], [-1.7869, -1.8530, -7.5052], [0.0355, -2.3704, -9.0769], [2.3667, -2.5296, -8.2648], [2.8670, -2.2024, -5.8771]], "spin_multiplicity": 5, "de_lowest_kj_mol": 97.5, "charge": 3, "s2": 6.01}



{"formula": "C18H32N4O4S", "method": "ωB97M-V with the def2-TZVPD basis set", "symbols": ["C", "C", "O", "C", "H", "H", "H", "H", "H", "H", "C", "C", "O", "C", "H", "H", "H", "H", "H", "H", "C", "C", "N", "H", "H", "H", "C", "C", "N", "H", "H", "H", "C", "C", "N", "H", "H", "H", "C", "C", "N", "H", "H", "H", "C", "C", "C", "S", "O", "O", "C", "H", "H", "H", "H", "H", "H", "H", "H"], "coordinates": [[-4.6100, -0.0156, -3.0899], [-6.0011, 0.3091, -3.4786], [-6.3375, 1.1256, -4.3215], [-7.1342, -0.4396, -2.7534], [-3.8972, 0.4421, -3.7759], [-4.4403, -1.0922, -3.1046], [-4.4311, 0.4606, -2.1259], [-8.0450, -0.1007, -3.2470], [-6.9996, -0.0253, -1.7542], [-7.0110, -1.5213, -2.8068], [-0.0349, 0.6129, -0.1513], [-1.4827, -0.0164, -0.3228], [-2.3556, 0.3391, 0.4464], [-1.7086, -1.0656, -1.3343], [0.6349, -0.1608, 0.2239], [-0.1039, 1.4446, 0.5498], [0.3026, 0.9978, -1.1136], [-0.8271, -1.6872, -1.4910], [-1.9811, -0.4986, -2.2244], [-2.5890, -1.6053, -0.9852], [0.9327, -4.1933, -3.5378], [0.9880, -5.6114, -3.3312], [1.0505, -6.7605, -3.2106], [0.6210, -3.6784, -2.6290], [0.2366, -3.9434, -4.3385], [1.9453, -3.8520, -3.7530], [-1.1171, 4.6787, -0.6815], [-0.6424, 5.9484, -0.1254], [-0.2877, 6.9750, 0.3444], [-1.5916, 4.8214, -1.6524], [-1.8905, 4.2838, -0.0227], [-0.3886, 3.8723, -0.7661], [-2.5403, 2.1763, 3.5070], [-1.4172, 2.8127, 2.9088], [-0.4875, 3.3260, 2.4618], [-2.7702, 1.2843, 2.9243], [-3.4401, 2.7880, 3.4423], [-2.2749, 1.8737, 4.5200], [4.3748, -0.9279, -1.3965], [3.1668, -1.6304, -1.0209], [2.2041, -2.1488, -0.7204], [5.2445, -1.5830, -1.3453], [4.5491, -0.2367, -0.5720], [4.1724, -0.4859, -2.3721], [3.2033, 0.2017, 2.3771], [4.6825, 0.3824, 2.6915], [4.7782, -0.0668, 4.1315], [3.9851, -1.6843, 4.1395], [3.2102, -1.7270, 5.4015], [4.9471, -2.7438, 3.7504], [2.8592, -1.2681, 2.6501], [2.9498, 0.5953, 1.3928], [2.5141, 0.8296, 2.9418], [5.1167, 1.3806, 2.6356], [5.2163, -0.2427, 1.9757], [4.1270, 0.5358, 4.7648], [5.7945, -0.0771, 4.5253], [1.8165, -1.4148, 2.9321], [3.2142, -1.9929, 1.9175]], "spin_multiplicity": 2, "charge": 1, "s2": 0.76}



{"formula": "C18H32NO", "method": "ωB97M-V with the def2-TZVPD basis set", "symbols": ["C", "C", "C", "N", "C", "C", "C", "C", "C", "O", "C", "C", "C", "C", "C", "C", "C", "C", "C", "C", "H", "H", "H", "H", "H", "H", "H", "H", "H", "H", "H", "H", "H", "H", "H", "H", "H", "H", "H", "H", "H", "H", "H", "H", "H", "H", "H", "H", "H", "H", "H", "H"], "coordinates": [[3.0251, -1.2103, -0.9059], [3.5848, -1.5144, 0.4800], [3.1685, -0.4741, 1.5174], [1.7210, -0.5606, 1.8384], [1.4236, -1.6247, 2.8285], [-0.0082, -2.1439, 2.7161], [-0.3138, -2.7388, 1.3446], [1.1315, 0.7505, 2.1993], [0.7417, 1.4765, 0.9078], [0.1107, 0.4997, 0.1024], [-0.5592, 0.9902, -1.0355], [0.1838, 1.5016, -2.0893], [-0.4434, 1.9545, -3.2386], [0.3395, 2.5063, -4.3868], [-1.8314, 1.8778, -3.3004], [-2.5625, 1.3646, -2.2498], [-1.9468, 0.9107, -1.0876], [-2.7506, 0.3526, 0.0611], [-3.7141, 1.4057, 0.6122], [-3.5096, -0.9036, -0.3710], [3.3607, -1.9645, -1.6113], [3.3817, -0.2451, -1.2575], [1.9368, -1.2057, -0.9262], [4.6741, -1.5150, 0.4301], [3.2779, -2.5136, 0.7929], [3.3758, 0.5198, 1.1177], [3.7310, -0.5952, 2.4457], [1.2227, -0.8100, 0.9609], [2.1103, -2.4534, 2.6480], [1.6192, -1.2289, 3.8277], [-0.7289, -1.3563, 2.9400], [-0.1301, -2.9138, 3.4787], [-0.3767, -1.9748, 0.5717], [-1.2764, -3.2406, 1.3737], [0.4356, -3.4746, 1.0620], [0.2297, 0.5722, 2.7857], [1.8334, 1.3334, 2.7960], [0.0595, 2.3032, 1.1335], [1.6202, 1.8915, 0.3958], [1.2614, 1.5399, -2.0139], [0.1844, 1.8955, -5.2749], [1.4031, 2.5327, -4.1654], [0.0059, 3.5158, -4.6205], [-2.3399, 2.2252, -4.1869], [-3.6371, 1.3176, -2.3291], [-2.0558, 0.0721, 0.8606], [-4.2395, 1.0138, 1.4800], [-3.1767, 2.3045, 0.9087], [-4.4521, 1.6826, -0.1349], [-4.0238, -1.3419, 0.4811], [-2.8269, -1.6429, -0.7847], [-4.2502, -0.6637, -1.1283]], "de_lowest_kj_mol": 0.0, "charge": 1}



The following E_tot values (in eV) correspond, in order, to the records above: -151011.893 -103930.328 -91641.858 -68553.676 -43611.779 -44158.041 -22717.382.